{
  "formula": "C8H32N16O8Y",
  "method": "ωB97M-V/def2-TZVPD",
  "elements": ["Y", "C", "O", "N", "N", "H", "H", "H", "H", "C", "O", "N", "N", "H", "H", "H", "H", "C", "O", "N", "N", "H", "H", "H", "H", "C", "O", "N", "N", "H", "H", "H", "H", "C", "O", "N", "N", "H", "H", "H", "H", "C", "O", "N", "N", "H", "H", "H", "H", "C", "O", "N", "N", "H", "H", "H", "H", "C", "O", "N", "N", "H", "H", "H", "H"],
  "xyz": [[1.93, 6.07, -14.16], [3.15, 3.13, -15.56], [2.49, 4.07, -15.11], [3.56, 2.07, -14.82], [3.38, 3.03, -16.90], [4.07, 1.35, -15.30], [3.24, 1.97, -13.88], [3.78, 2.20, -17.31], [3.10, 3.77, -17.50], [3.83, 8.63, -12.65], [3.07, 7.93, -13.32], [4.31, 8.25, -11.44], [4.32, 9.80, -13.12], [3.93, 7.54, -10.85], [5.03, 8.80, -10.98], [4.01, 10.14, -14.01], [4.89, 10.38, -12.52], [0.09, 7.25, -11.36], [0.81, 6.79, -12.26], [-1.13, 7.75, -11.59], [0.52, 7.27, -10.07], [-1.55, 7.56, -12.48], [-1.69, 8.10, -10.82], [-0.01, 7.76, -9.37], [1.47, 7.04, -9.87], [0.24, 9.02, -15.36], [0.78, 8.13, -14.71], [0.92, 9.99, -16.01], [-1.12, 9.13, -15.41], [1.92, 9.99, -15.84], [0.47, 10.88, -16.15], [-1.61, 9.83, -15.95], [-1.65, 8.45, -14.91], [-0.18, 5.61, -16.92], [0.64, 5.82, -16.03], [0.22, 5.32, -18.18], [-1.52, 5.64, -16.71], [-0.41, 5.11, -18.94], [1.20, 5.17, -18.34], [-2.15, 5.60, -17.49], [-1.80, 6.08, -15.86], [3.64, 7.23, -17.35], [3.02, 7.14, -16.29], [4.68, 6.38, -17.64], [3.44, 8.24, -18.23], [5.07, 6.36, -18.57], [4.68, 5.57, -17.04], [3.91, 8.30, -19.11], [2.76, 8.94, -18.03], [-0.87, 3.58, -13.70], [-0.02, 4.48, -13.74], [-2.19, 3.83, -13.73], [-0.51, 2.27, -13.61], [-2.91, 3.14, -13.62], [-2.45, 4.80, -13.70], [0.47, 2.15, -13.45], [-1.18, 1.54, -13.46], [5.56, 5.74, -14.16], [4.32, 5.83, -14.27], [6.16, 4.64, -13.65], [6.37, 6.75, -14.55], [5.60, 3.91, -13.27], [7.16, 4.63, -13.53], [7.34, 6.74, -14.29], [5.94, 7.61, -14.84]],
  "lowdin_charge": [1.74, -0.59, -0.11, 0.20, 0.20, 0.12, 0.12, 0.13, 0.10, -0.60, -0.10, 0.20, 0.20, 0.11, 0.12, 0.12, 0.12, -0.59, -0.11, 0.21, 0.20, 0.10, 0.13, 0.12, 0.11, -0.60, -0.07, 0.20, 0.19, 0.10, 0.12, 0.12, 0.09, -0.59, -0.11, 0.21, 0.21, 0.12, 0.10, 0.12, 0.09, -0.63, -0.05, 0.19, 0.19, 0.12, 0.08, 0.12, 0.10, -0.61, -0.07, 0.19, 0.20, 0.12, 0.10, 0.10, 0.12, -0.61, -0.11, 0.20, 0.21, 0.11, 0.12, 0.12, 0.11],
  "relative_energy_ev": 0.000,
  "e_tot_ha": -1840.1611,
  "total_charge": 3,
  "multiplicity": 1,
  "lumo_ev": -6.79
}